A 2-piece molecular cluster, C4H12N4O2 overall, computed with wB97M-V/def2-TZVPD.

XYZ file:
```
22
Properties=species:S:1:pos:R:3:nbo_charge:R:1
C -0.41928 0.04128 1.36640 -0.42
C -1.07204 0.08933 0.16215 0.24
N -1.55912 1.29350 -0.38888 -0.85
N -1.61451 -1.09469 -0.41064 -0.51
N -2.64755 -1.75022 0.30715 -0.64
H -0.30310 -0.89431 1.89059 0.20
H -0.19700 0.94732 1.91017 0.20
H -1.41090 2.09009 0.21732 0.37
H -1.12911 1.48673 -1.28949 0.39
H -1.93894 -0.93569 -1.36950 0.36
H -2.21857 -2.31304 1.02682 0.34
H -3.24772 -1.05741 0.75551 0.33
C 2.59654 1.17806 0.61027 -0.25
O 1.79304 0.03490 0.33292 -0.57
C 1.14430 0.03794 -0.98058 0.91
N 1.15482 -1.23441 -1.47482 -0.81
O 1.01772 1.04683 -1.62815 -0.64
H 2.01516 2.07689 0.39008 0.19
H 3.51030 1.18904 0.00398 0.18
H 2.86242 1.13065 1.66364 0.19
H 0.56641 -1.37489 -2.28844 0.39
H 1.09713 -1.98790 -0.80649 0.41
```

Calculated values
- HOMO-LUMO gap: 8.880 eV
- Total charge: 0
- Total energy: -14396.0325 eV
- HOMO energy: -8.012 eV
- SMILES string: C=C(N)NN.COC(N)=O
- Relative energy (zero: lowest compared OMol25 entry of this formula, charge and spin): 2.770 eV